{"formula": "C23H41BMoNO4P2", "method": "ωB97M-V/def2-TZVPD", "elements": ["C", "H", "H", "H", "H", "O", "C", "H", "C", "H", "C", "H", "C", "B", "H", "C", "O", "H", "C", "H", "H", "C", "H", "C", "H", "H", "H", "H", "H", "O", "H", "C", "C", "H", "P", "H", "Mo", "H", "H", "H", "H", "H", "H", "C", "C", "C", "H", "C", "N", "C", "H", "C", "H", "C", "H", "H", "C", "O", "H", "H", "H", "C", "H", "H", "H", "C", "C", "P", "H", "C", "H", "H", "H"], "coordinates": [[-0.930, -3.503, 2.573], [1.680, -3.518, -0.823], [5.264, -1.086, 0.954], [2.403, 3.009, 0.818], [-2.495, -0.143, 2.039], [-0.704, -2.287, -0.374], [1.720, 2.049, -3.201], [-3.067, 1.516, 2.159], [-0.338, -3.606, 0.047], [-2.390, -4.175, 0.512], [0.760, -4.115, -0.890], [0.030, 3.562, 2.915], [-2.378, 0.866, 1.611], [0.065, -1.379, 0.407], [0.840, 1.046, 3.744], [4.638, -0.191, 0.920], [-1.550, 5.072, 0.255], [2.051, -1.092, -2.886], [-0.925, 3.191, 2.536], [4.772, 3.141, 1.687], [-1.863, -4.538, -1.143], [5.157, 1.029, 1.367], [-1.336, -5.553, 0.179], [-2.108, 0.984, -2.039], [-1.660, 3.199, 3.344], [2.655, 2.151, -2.636], [-5.481, 1.088, -1.808], [0.111, -0.475, 3.133], [-2.191, 4.933, -0.446], [0.654, -2.037, 1.521], [-1.269, 3.827, 1.713], [1.356, -4.266, 1.970], [2.537, 0.890, 0.387], [-1.805, -2.901, 2.292], [-0.725, 1.511, 2.015], [-3.629, 1.201, -3.530], [0.342, 0.713, -0.094], [-2.020, 4.956, -4.204], [-0.844, 0.620, 4.265], [-0.686, 5.113, -0.201], [2.893, -1.219, 0.106], [0.318, -1.502, -2.704], [1.254, 3.048, -3.229], [-2.744, 0.909, 0.162], [-0.111, 0.567, 3.441], [-3.427, 1.103, -2.467], [6.177, 1.091, 1.745], [-1.548, -4.515, -0.097], [-1.757, 0.884, -0.735], [1.032, -0.772, -3.113], [-0.820, 5.008, -3.322], [3.053, 2.122, 0.838], [-1.166, -0.021, -3.662], [3.317, -0.270, 0.438], [-0.564, -3.167, 3.554], [2.211, -4.171, 1.294], [4.364, 2.194, 1.334], [-1.250, 5.510, -4.018], [-4.796, 0.969, 0.612], [0.884, -0.691, -4.203], [1.970, 1.739, -4.228], [-4.087, 0.959, -0.187], [-1.264, -4.541, 2.712], [1.682, -3.991, 2.979], [0.396, -4.074, -1.924], [0.189, -3.389, 1.531], [-4.457, 1.071, -1.533], [0.713, 0.834, -2.331], [-1.067, 1.691, -3.779], [-1.015, 0.894, -3.062], [1.090, -5.327, 2.019], [0.863, 1.418, 1.432], [1.023, -5.162, -0.695]], "forces_ev_per_a": [[-0.17, 0.02, 0.14], [-0.22, -0.04, 0.01], [-0.19, 0.26, 0.00], [0.41, -0.20, 0.09], [0.21, 0.20, -0.23], [0.92, 1.21, 0.79], [0.51, 0.57, -0.17], [-0.39, -0.25, 0.02], [0.41, -0.98, 0.40], [0.08, 0.01, -0.14], [0.21, -0.03, -0.21], [-0.07, 0.03, -0.02], [-0.95, 0.27, 1.10], [-0.45, -1.47, 0.28], [-0.47, -0.26, -0.04], [-0.18, 0.10, 0.01], [0.76, -0.03, -0.55], [-0.05, -0.18, -0.14], [0.03, 0.50, 0.09], [-0.07, -0.21, -0.05], [0.01, 0.12, 0.07], [-0.47, 0.25, -0.12], [0.16, 0.19, 0.09], [-0.01, -0.02, -0.27], [0.06, 0.08, 0.02], [-0.11, -0.04, -0.12], [-0.72, 0.15, -0.29], [-0.22, 0.57, 0.19], [-0.19, 0.12, -0.13], [-0.66, 1.21, -1.46], [0.07, -0.18, 0.29], [0.21, -0.25, -0.19], [-0.95, 0.02, -0.52], [0.21, -0.08, 0.08], [0.17, -2.14, -0.93], [0.02, -0.08, 0.20], [1.14, 2.24, 5.12], [-0.05, 0.29, -0.25], [0.38, -0.18, -0.20], [-0.64, 0.15, 0.34], [0.26, 0.15, 0.13], [0.28, 0.25, -0.01], [0.06, -0.42, 0.02], [-0.52, -0.09, 0.57], [-0.09, 0.12, 0.25], [-0.15, 0.01, 0.19], [-0.25, -0.07, -0.09], [-0.26, -0.10, 0.17], [-0.29, 0.04, -1.18], [0.77, -0.42, -0.22], [0.32, 0.13, 0.11], [0.85, -0.51, 0.08], [0.05, 0.33, 0.34], [0.76, 0.63, 0.15], [-0.03, 0.04, -0.31], [-0.13, 0.06, 0.15], [-0.17, -0.41, -0.34], [-0.28, -0.45, 0.14], [-0.48, -0.07, 0.18], [0.20, -0.05, 0.36], [-0.25, 0.06, 0.35], [0.31, 0.33, -0.80], [0.11, 0.24, -0.19], [-0.10, 0.14, -0.20], [0.04, 0.09, 0.18], [-0.40, -0.90, 0.13], [1.42, -0.30, 0.88], [-1.09, -1.30, -3.12], [-0.23, 0.64, -0.36], [0.24, -0.13, -0.03], [-0.15, 0.11, -0.13], [0.52, -0.34, -0.81], [-0.09, 0.24, 0.11]], "mulliken_charge": [-1.810, 0.182, 0.392, 0.379, 0.389, -0.580, -1.153, 0.667, 1.562, 0.364, -1.755, 0.447, -1.242, 1.177, 0.454, -0.720, -0.645, 0.420, -1.113, 0.392, 0.467, -0.522, 0.359, 0.392, 0.443, 0.365, 0.491, 0.197, 0.299, -0.655, 0.259, -1.868, 0.944, 0.226, 1.205, 0.540, -1.219, 0.323, 0.468, 0.301, 0.191, 0.327, 0.315, 0.532, -1.365, -0.793, 0.377, -1.946, 0.596, -1.655, 0.277, 0.100, 0.460, -0.467, 0.456, 0.346, -0.668, -0.597, 0.592, 0.519, 0.417, -0.957, 0.391, 0.462, 0.469, 1.524, -0.711, 1.461, 0.706, -1.727, 0.361, -0.193, 0.376], "orbital_gap_ha": [0.2499, 0.2456], "charge": 1, "lumo_energy_ev": [-3.4, -3.4], "multiplicity": 3}

{"formula": "C22H18CoN6O8S3", "method": "ωB97M-V/def2-TZVPD", "elements": ["O", "C", "C", "H", "H", "O", "C", "H", "H", "H", "C", "O", "N", "C", "H", "C", "N", "O", "H", "H", "H", "Co", "H", "C", "C", "O", "H", "H", "C", "H", "N", "C", "H", "S", "N", "C", "O", "C", "C", "C", "S", "C", "O", "C", "C", "C", "C", "H", "S", "C", "H", "H", "H", "N", "C", "O", "C", "N"], "coordinates": [[-3.327, 1.214, -1.075], [1.961, -3.378, 0.543], [-0.260, 2.083, 0.905], [3.999, -3.572, 4.759], [4.405, -1.458, 1.893], [-2.733, -0.805, -2.141], [0.158, 5.169, -5.612], [1.129, -5.123, 1.429], [-1.502, 0.703, 5.129], [4.694, -2.201, 4.155], [-2.763, -1.145, 1.259], [-0.836, 1.195, -2.789], [0.042, -2.018, -0.643], [-2.827, -2.367, 1.827], [-3.468, -0.338, 1.385], [3.582, -3.222, 2.808], [0.486, 0.014, 1.885], [0.084, -4.575, -0.772], [-0.251, -1.449, 4.814], [1.021, -1.783, 2.708], [-0.199, 3.143, 1.141], [-1.401, 0.216, -1.172], [2.939, -1.588, -0.096], [2.885, -2.346, 0.674], [-0.237, 1.130, 2.022], [-4.839, -0.690, -0.884], [0.379, 4.281, -1.420], [0.309, 5.878, -6.418], [-0.934, 1.434, 3.195], [-1.492, 2.358, 3.266], [-0.359, 1.729, -0.319], [-0.546, 3.019, -4.838], [0.871, 6.517, -4.087], [-1.602, -3.401, 1.158], [-1.730, -0.975, 0.384], [-0.456, 2.346, -2.463], [0.605, 5.053, -2.019], [1.857, -4.331, 1.538], [-0.943, 0.508, 4.222], [0.282, 4.645, -3.260], [-3.969, 0.051, -1.793], [2.664, -4.256, 2.668], [1.714, -3.195, -2.022], [-0.231, 3.364, -3.526], [-1.013, -2.066, 0.192], [3.695, -2.272, 1.791], [0.474, 5.536, -4.317], [-0.613, 3.620, -6.895], [0.862, -3.357, -0.872], [0.455, -0.871, 2.872], [-3.591, -2.745, 2.484], [-0.955, 2.030, -5.000], [2.569, -5.001, 3.452], [4.419, -3.149, 3.943], [-0.250, -0.679, 4.053], [-4.643, 0.465, -3.012], [-0.356, 3.905, -5.884], [-0.212, 2.750, -1.222]], "forces_ev_per_a": [[0.09, 0.07, 0.11], [0.00, 0.08, -0.10], [0.06, -0.06, -0.04], [0.01, 0.00, -0.01], [0.00, 0.00, 0.01], [0.14, 0.09, 0.08], [0.00, 0.02, 0.00], [0.00, 0.00, -0.01], [0.00, -0.01, 0.00], [0.00, -0.01, 0.00], [-0.03, -0.07, 0.05], [-0.05, 0.04, 0.22], [-0.31, -0.63, -0.10], [0.01, 0.04, 0.00], [-0.01, 0.01, -0.02], [-0.03, 0.01, -0.06], [-0.02, 0.18, 0.00], [0.01, 0.00, 0.02], [-0.01, 0.00, 0.00], [0.01, -0.01, 0.02], [0.09, 0.03, -0.06], [-0.26, 0.15, -0.05], [0.00, 0.00, 0.00], [0.00, 0.02, -0.01], [0.00, -0.12, 0.16], [-0.06, -0.05, 0.03], [-0.04, -0.03, 0.11], [0.01, 0.00, 0.00], [0.02, -0.08, -0.13], [0.00, 0.01, -0.02], [-0.26, -0.09, 0.09], [-0.01, 0.00, 0.05], [0.00, 0.01, -0.01], [-0.12, 0.04, 0.15], [0.13, 0.00, -0.49], [-0.03, -0.14, -0.18], [0.02, 0.04, -0.13], [-0.06, -0.07, 0.02], [0.01, -0.01, 0.00], [0.02, 0.01, 0.04], [0.13, 0.01, 0.01], [0.04, 0.02, 0.01], [-0.01, 0.02, -0.01], [-0.03, -0.03, -0.12], [0.01, 0.09, 0.12], [-0.01, -0.04, 0.02], [0.01, 0.03, -0.02], [0.00, 0.00, 0.00], [0.40, 0.25, 0.10], [0.01, 0.01, 0.04], [0.01, -0.02, 0.01], [0.00, -0.01, 0.00], [0.00, 0.00, 0.01], [0.01, 0.01, 0.04], [0.02, -0.03, 0.02], [-0.03, 0.04, -0.07], [0.00, 0.01, 0.00], [0.11, 0.11, 0.06]], "mulliken_charge": [-0.643, -0.242, -1.029, 0.226, 0.244, -0.587, -0.260, 0.462, 0.376, 0.232, -0.928, -0.844, -0.405, -0.599, 0.537, 1.106, -0.148, -0.685, 0.418, 0.221, 0.409, -0.180, 0.368, -0.521, 0.882, -0.731, 0.631, 0.339, -0.632, 0.433, 0.565, -0.501, 0.389, -0.169, 0.759, 1.390, -0.705, -0.315, -0.386, 0.313, 1.353, -0.582, -0.790, 0.148, 0.508, -0.618, -0.653, 0.386, 1.115, 0.232, 0.447, 0.462, 0.274, -0.715, -0.872, -0.739, -0.766, -0.979], "e_above_lowest_kj_mol": 34.20, "orbital_gap_ha": [0.2313, 0.2332], "charge": -2, "lumo_energy_ev": [4.0, 4.0], "multiplicity": 2}

{"formula": "C3H4OS", "method": "ωB97M-V/def2-TZVPD", "elements": ["C", "C", "H", "O", "C", "H", "H", "S", "H"], "coordinates": [[-1.088, -0.105, 0.040], [0.079, 0.895, 0.013], [1.556, -1.019, 0.691], [-0.478, -1.278, 0.218], [0.849, -0.723, -0.054], [0.222, 1.700, -0.799], [1.264, -1.123, -1.003], [-2.623, 0.422, -0.019], [0.218, 1.231, 0.913]], "forces_ev_per_a": [[-0.88, 2.63, 0.03], [0.97, -5.39, -6.10], [0.18, 0.19, 0.91], [0.17, 0.87, -0.49], [-0.29, 1.80, -0.85], [-0.43, -1.76, 1.18], [-0.70, 0.68, 0.21], [0.03, -1.13, 0.00], [0.94, 2.10, 5.11]], "mulliken_charge": [0.368, -0.423, 0.218, -0.314, -0.308, 0.245, 0.220, -0.303, 0.297], "e_above_lowest_kj_mol": 207.14, "orbital_gap_ha": 0.3393, "lumo_energy_ev": 0.5}

| no. | calculated total energy (Ha) |
| --- | --- |
| 1 | -2032.2605 |
| 2 | -4357.1035 |
| 3 | -590.0458 |